Entry 1:
This record from the OMol25 dataset describes an isolated molecule of C20H25FN2O4S. The level of theory is ωB97M-V/def2-TZVPD.

Geometry as XYZ:
```
53
Properties=species:S:1:pos:R:3:lowdin_charge:R:1
C -1.7147 -2.2199 1.4370 -0.064
C -2.4088 -0.8592 1.4412 -0.421
C -3.0074 -0.5836 0.0629 -0.075
C -1.4676 0.2907 1.8224 -0.156
C -0.8782 0.1961 3.2353 -0.151
N 0.3259 -0.5976 3.2768 0.080
C 1.5444 -0.0892 3.5255 -0.498
O 1.7625 1.0400 3.9084 0.066
C 2.6618 -1.1189 3.2932 -0.094
O 2.3580 -2.0093 2.2414 -0.056
C 2.1960 -1.4774 0.9865 -0.275
C 2.4613 -0.1597 0.6360 0.009
C 2.2604 0.2724 -0.6619 -0.015
C 1.7670 -0.5813 -1.6456 -0.246
N 1.5605 -0.1254 -2.9494 -0.208
C 1.0831 -1.0409 -3.9577 -0.084
S 1.4490 1.5191 -3.2990 0.699
O 1.1209 1.6187 -4.6888 -0.282
O 2.6070 2.2143 -2.8310 -0.270
C 0.0192 2.0443 -2.3476 -0.261
C -1.2272 1.6604 -2.8072 -0.044
C -2.3600 2.0348 -2.1073 -0.003
C -2.2029 2.7827 -0.9512 -0.281
F -3.2996 3.1342 -0.2556 0.067
C -0.9609 3.1805 -0.4871 0.011
C 0.1629 2.8075 -1.2046 -0.043
C 1.5041 -1.9054 -1.2855 -0.016
C 1.7238 -2.3442 0.0051 -0.015
H -1.4662 -2.5410 2.4459 0.075
H -0.8093 -2.1846 0.8333 0.064
H -2.3766 -2.9717 1.0116 0.080
H -3.2264 -0.8883 2.1705 0.136
H -2.2183 -0.5284 -0.6855 0.074
H -3.5517 0.3570 0.0639 0.068
H -3.6973 -1.3754 -0.2195 0.078
H -2.0333 1.2215 1.7546 0.109
H -0.6478 0.3487 1.1004 0.117
H -0.5923 1.1883 3.5920 0.120
H -1.6177 -0.2242 3.9248 0.126
H 0.2760 -1.5415 2.9239 0.115
H 3.6102 -0.5955 3.1306 0.136
H 2.7603 -1.7458 4.1844 0.141
H 2.8316 0.5483 1.3592 0.117
H 2.5281 1.2800 -0.9206 0.084
H 1.0095 -0.4788 -4.8848 0.077
H 0.1000 -1.4498 -3.7026 0.094
H 1.7945 -1.8568 -4.0938 0.100
H -1.2973 1.0911 -3.7201 0.119
H -3.3479 1.7597 -2.4403 0.127
H -0.8845 3.7713 0.4116 0.127
H 1.1467 3.1184 -0.8941 0.117
H 1.1340 -2.6134 -2.0076 0.102
H 1.5353 -3.3732 0.2700 0.124
```

Summary:
Structure (SMILES) = CC(C)CCNC(=O)COc1ccc(N(C)S(=O)(=O)c2ccc(F)cc2)cc1
Frontier orbital gap = 8.7186 eV

***

Entry 2:
This record from the OMol25 dataset describes a structure of composition C20H25FeN6O2S3. The level of theory is ωB97M-V/def2-TZVPD.

Geometry as XYZ:
```
57
Properties=species:S:1:pos:R:3:lowdin_charge:R:1
Fe -0.4243 0.8161 0.4860 0.532
C -3.2855 -1.1629 1.3654 -0.114
N -2.0840 -0.5128 1.8841 -0.302
C -2.4662 0.5052 2.8682 -0.086
C -1.2135 -1.5264 2.4767 -0.202
C 0.1164 -0.9574 2.9116 -0.275
C 0.7884 -1.5235 3.9964 -0.077
C 2.0089 -1.0033 4.4126 -0.125
C 2.5369 0.0955 3.7439 -0.119
C 1.8562 0.6362 2.6524 -0.135
C 0.6323 0.1279 2.1911 -0.181
H -3.7680 -1.7724 2.1441 0.084
H -3.0221 -1.8074 0.5233 0.080
H -3.9846 -0.4101 1.0150 0.061
H -2.9724 0.0509 3.7364 0.089
H -3.1431 1.2146 2.3904 0.083
H -1.5882 1.0445 3.2154 0.077
H -1.0473 -2.2903 1.7100 0.118
H -1.7197 -2.0204 3.3197 0.115
H 0.3577 -2.3763 4.5172 0.097
H 2.5314 -1.4430 5.2574 0.087
H 3.4741 0.5374 4.0760 0.088
H 2.3002 1.4964 2.1468 0.082
S -1.2404 5.2018 -1.5994 0.314
C -0.6284 3.6835 -1.2385 -1.818
S -0.6687 3.1338 0.4400 0.401
S -0.0745 2.5919 -2.4594 0.387
C -2.2466 0.7171 -4.6638 -0.047
N -2.5892 0.5668 -3.2654 -0.107
C -3.5802 1.3943 -2.6157 -0.040
C -3.2945 1.1158 -1.1462 -0.476
O -3.9956 1.4950 -0.2360 0.052
N -2.1239 0.3805 -1.0569 0.103
C -1.7460 0.1312 -2.3136 -0.502
N -0.6791 -0.6349 -2.6251 0.186
H -3.1622 0.8003 -5.2453 0.088
H -1.7078 -0.1622 -5.0163 0.080
H -1.6312 1.6096 -4.8239 0.070
H -4.5969 1.1167 -2.8909 0.132
H -3.4188 2.4574 -2.8132 0.139
H 0.0001 -0.6067 -1.8932 0.041
H -0.2651 -0.4517 -3.5255 0.092
N 3.5971 -3.4877 -0.9770 0.158
C 4.2949 -2.3649 -1.3283 -0.506
O 5.3841 -2.4420 -1.8456 0.061
C 3.6275 -1.0492 -1.0754 -0.127
C 4.3640 0.1094 -1.2160 0.001
C 3.7591 1.3231 -0.9560 -0.018
C 2.4159 1.3499 -0.6144 -0.168
N 1.6929 0.2431 -0.5101 0.009
C 2.2989 -0.9227 -0.7108 -0.084
H 4.1314 -4.3366 -1.0387 0.103
H 2.9325 -3.4405 -0.2215 0.092
H 5.4008 0.0298 -1.5168 0.121
H 4.3059 2.2522 -1.0290 0.112
H 1.8890 2.2812 -0.4294 0.056
H 1.6712 -1.8035 -0.5829 0.117
```

Summary:
Multiplicity = 5
<S²> = 6.016
Net charge = -1
Frontier orbital gap (spin up / spin down) = 5.7095 / 5.8142 eV

***

Entry 3:
This record from the OMol25 dataset describes a structure of composition C20H25N3O3S2Tl. The level of theory is ωB97M-V/def2-TZVPD.

Geometry as XYZ:
```
54
Properties=species:S:1:pos:R:3:lowdin_charge:R:1
C -1.0652 -2.2062 -8.5696 0.059
C -1.6931 -1.3916 -9.4586 -0.323
H -0.9823 -3.2687 -8.7976 0.067
H -0.5946 -1.8202 -7.6728 0.014
C -1.8543 0.0240 -9.2071 -0.325
C -1.6387 0.5613 -7.9749 0.055
H -1.3811 -0.0488 -7.1133 0.036
H -1.7841 1.6321 -7.8339 0.060
C -2.2240 -1.9905 -10.7448 -0.062
H -1.9885 -3.0591 -10.7680 0.075
H -1.7848 -1.5254 -11.6367 0.085
H -3.3155 -1.8913 -10.8259 0.089
C -2.2780 0.9356 -10.3399 -0.063
H -3.2333 0.6329 -10.7882 0.085
H -1.5317 0.9615 -11.1468 0.089
H -2.3869 1.9564 -9.9608 0.074
Tl -1.1798 -0.0784 -0.7760 0.989
O 0.9208 -1.0886 -2.1948 -0.098
C 1.2587 -0.3984 -3.1722 -0.401
O 1.0527 1.3608 -0.8469 -0.035
C 1.9087 1.4843 -1.7250 -0.442
O 2.8924 2.3892 -1.6745 0.087
N 1.9755 0.7850 -2.9428 0.068
C 3.5598 2.4454 -2.9769 -0.074
C 2.8700 1.4570 -3.8824 -0.095
H 4.6124 2.1885 -2.8280 0.138
H 3.4733 3.4680 -3.3540 0.138
H 3.5544 0.7473 -4.3571 0.142
H 2.2778 1.9514 -4.6639 0.136
C 0.9216 -0.7347 -4.5480 -0.047
C 0.0214 -1.7031 -4.8312 0.122
H 1.4369 -0.1710 -5.3310 0.110
H -0.5723 -2.1671 -4.0418 0.089
H -0.1216 -2.0391 -5.8545 0.048
C -1.6217 3.2305 1.2164 -0.070
C -1.5732 2.0884 2.1644 -0.614
N -1.1063 0.9188 1.8502 -0.011
C -1.1646 0.0000 2.8916 -0.324
C -1.7282 0.5277 4.0501 -0.327
S -2.1555 2.1900 3.8381 1.065
C -0.6487 -1.3296 2.6864 -0.325
C -0.5353 -2.3476 3.6314 -0.332
S 0.1980 -3.7543 2.9492 1.062
C 0.3219 -2.8874 1.3971 -0.599
N -0.1852 -1.6905 1.4255 0.015
C 0.9777 -3.4720 0.2033 -0.066
H -2.6710 3.4706 0.9982 0.092
H -1.1548 4.1060 1.6850 0.091
H -1.0857 2.9771 0.2924 0.063
H -1.8758 -0.0413 4.9593 0.078
H -0.8678 -2.2524 4.6583 0.078
H 1.9824 -3.8164 0.4841 0.091
H 0.3939 -4.3354 -0.1428 0.092
H 1.0514 -2.7240 -0.5974 0.055
```

Summary:
Net charge = +1
Frontier orbital gap = 6.9381 eV

***

| no. | total energy (hartree) |
| --- | --- |
| 1 | -1685.64264 |
| 2 | -3714.53648 |
| 3 | -2135.74560 |